1.
Molecular formula: C40H104F2N4O34P6
Method: DFT, ωB97M-V/def2-TZVPD

Computed properties:
HOMO energy (spin up / spin down)   -10.7 / -10.7 eV
Maximum force   0.1414 hartree/bohr
Gap between HOMO and LUMO (spin up / spin down)   0.3234 / 0.1210 Ha
Charge   +1
Spin multiplicity   2
Energy   -179905.579 eV

Each line ends with the Mulliken spin population.
Atoms and positions in Å:
H  2.42  -1.42  2.54  0.00
H  0.46  0.33  -3.38  0.00
H  2.88  -0.55  5.19  0.00
H  0.74  -0.78  2.62  0.01
O  -6.15  1.71  -3.21  0.00
H  3.25  -0.58  -5.04  0.00
H  3.28  0.06  7.01  0.00
H  -5.73  -0.97  -1.89  0.00
C  -1.40  0.51  -1.01  0.04
O  -5.42  -0.46  2.24  0.00
C  4.26  1.72  -1.63  0.00
H  2.10  7.85  -1.20  0.00
C  -1.27  1.92  -6.04  0.00
H  3.67  -3.11  6.06  0.00
N  1.68  -7.20  2.31  0.00
C  -4.60  -0.03  -6.29  0.00
H  1.62  0.40  -0.31  0.00
H  -0.58  6.69  -4.48  0.00
C  -2.44  -4.41  0.61  0.00
H  8.72  0.50  -1.28  0.00
C  3.75  3.90  5.69  0.00
H  1.46  0.21  4.25  0.00
H  0.53  -1.39  -1.24  -0.01
N  0.84  1.05  -0.29  0.79
H  4.23  1.79  -0.54  0.00
H  7.86  -1.64  -2.78  0.00
H  -2.41  -0.25  -5.58  0.00
H  0.55  7.14  4.08  0.00
H  3.73  -6.35  0.89  0.00
H  -4.88  1.81  0.90  0.00
O  -2.36  -6.21  -1.89  0.00
H  1.16  3.51  1.50  -0.01
C  -0.75  4.21  -2.44  0.00
C  8.75  0.96  -2.27  0.00
C  -1.76  -1.45  6.11  0.00
H  4.17  4.38  6.57  0.00
H  0.16  -0.49  7.62  0.00
H  -0.51  0.45  1.02  0.09
C  -1.31  2.32  4.10  0.00
O  3.16  -4.32  4.34  0.00
C  1.44  -1.40  2.05  0.00
O  -5.07  0.93  -5.41  0.00
H  0.98  8.81  -2.27  0.00
C  -5.22  -1.48  3.27  0.00
H  -0.98  4.62  -1.45  0.00
H  -2.28  -0.13  -0.93  0.01
C  -2.23  2.85  2.09  0.00
O  4.55  -4.07  -1.25  0.00
H  -0.91  0.51  -1.99  -0.01
H  -1.91  -0.03  -4.07  0.00
H  -1.43  4.61  -3.19  0.00
H  7.66  -1.83  -1.11  0.00
C  -6.40  -1.25  -2.69  0.00
H  -7.43  -1.14  -2.34  0.00
H  -3.28  -5.02  0.28  0.00
H  2.79  3.03  0.96  0.00
H  -0.91  -7.72  -1.79  0.00
O  1.64  -1.37  0.60  0.02
C  2.29  -0.55  -4.53  0.00
H  3.04  -4.49  6.44  0.00
O  -2.84  1.78  2.48  0.00
H  -0.97  3.15  -2.35  0.00
P  -1.94  -4.67  -1.99  0.00
H  -2.88  -3.46  0.92  0.00
C  2.53  -4.09  -2.48  0.00
H  -0.01  0.20  -6.39  0.00
O  7.71  0.76  -3.26  0.00
O  0.55  6.89  -2.16  0.00
H  1.76  -4.66  -1.96  0.00
H  -4.90  3.35  -3.79  0.00
H  3.89  -2.31  -1.97  0.00
H  -4.27  -1.16  3.68  0.00
O  1.30  5.26  3.83  0.00
H  -5.21  -2.46  2.80  0.00
H  1.35  -4.92  3.77  0.00
H  -1.64  1.70  -7.04  0.00
H  0.91  1.56  6.32  0.00
O  -3.82  0.53  -3.16  0.00
H  -2.18  -7.69  -0.52  0.00
C  -8.31  -1.14  1.42  0.00
O  3.80  4.86  4.67  0.00
C  2.05  2.94  1.76  0.01
O  0.57  4.36  -2.83  0.00
H  -2.11  -2.11  -2.63  0.00
O  -2.34  3.44  1.00  0.00
H  1.07  -2.39  2.33  0.00
H  -5.34  -0.34  -7.02  0.00
P  2.84  4.78  3.36  0.00
H  -4.34  1.21  -0.62  0.00
O  -5.98  -0.77  -3.93  0.00
H  2.95  1.58  7.40  0.00
C  -3.12  -2.50  -2.71  0.00
H  -4.22  -1.00  -5.98  0.00
H  0.55  8.18  -0.65  0.00
H  -5.97  -1.67  4.04  0.00
H  -3.72  0.46  -6.71  0.00
H  0.88  -1.49  6.46  0.00
O  3.36  5.41  2.12  0.00
C  3.32  -5.51  1.45  0.00
H  4.31  2.97  5.56  0.00
H  -1.48  -2.40  5.66  0.00
H  -5.42  2.42  -0.51  0.00
O  1.47  6.13  -4.43  0.00
H  2.20  -6.02  4.83  0.00
C  -5.24  1.45  -0.06  0.00
H  2.06  -8.08  2.00  0.00
H  1.58  1.97  1.88  0.01
C  2.26  0.32  4.98  0.00
H  -0.41  1.72  3.96  0.00
H  6.54  -2.74  -2.28  0.00
H  8.71  2.05  -2.14  0.00
H  -8.87  -0.66  0.62  0.00
H  3.61  0.89  -1.91  0.00
C  2.88  -3.75  5.66  0.00
F  2.05  -3.40  -3.46  0.00
H  0.49  1.95  -3.89  0.00
O  5.63  1.73  -2.04  0.00
H  2.72  3.76  6.01  0.00
N  -1.59  -0.27  -5.00  0.00
H  3.74  2.65  -1.87  0.00
H  -8.76  -2.02  1.89  0.00
H  -6.06  3.78  -2.68  0.00
O  -6.26  0.53  0.01  0.00
C  -0.49  0.67  -5.53  0.00
O  -1.38  3.20  3.01  0.00
C  3.45  -3.22  -1.56  0.00
O  -0.85  -4.44  -2.96  0.00
C  2.74  -6.26  2.71  0.00
H  0.65  7.99  -4.89  0.00
H  -1.81  1.51  -0.96  0.01
H  -6.27  -2.33  -2.67  0.00
O  2.79  5.56  -2.27  0.00
H  -6.61  3.35  -4.34  0.00
H  3.65  -6.86  2.86  0.00
O  -1.51  -4.18  -0.48  0.00
C  0.36  6.94  -4.97  0.00
H  0.17  6.66  -6.00  0.00
H  9.77  0.84  -2.62  0.00
O  -4.58  -1.45  0.13  0.00
O  -3.30  -3.87  -2.29  0.00
H  -0.31  -2.10  0.02  0.00
C  0.44  -0.50  6.56  0.00
H  -0.21  6.32  2.70  0.00
O  1.81  0.77  -4.55  0.02
H  1.22  -7.43  3.18  0.00
H  2.51  -0.87  -3.51  0.00
C  4.25  -5.29  -2.02  0.00
H  -1.88  -4.85  1.44  0.00
H  -3.68  -1.77  -2.13  0.00
H  -8.14  -0.40  2.20  0.00
O  -0.75  -0.43  5.82  0.00
O  6.20  -0.71  -1.93  0.00
C  1.08  7.97  -1.58  0.00
H  2.71  1.23  4.56  0.00
P  -5.12  0.58  -3.86  0.00
O  3.47  -4.95  -2.99  0.00
C  0.72  6.44  3.27  0.00
C  0.38  -1.28  -0.17  0.13
N  2.53  0.67  7.29  0.00
H  1.48  -1.21  -4.84  0.00
H  2.52  -5.11  0.83  0.00
C  2.33  -5.38  3.96  0.00
H  -2.07  -1.62  7.14  0.00
H  -1.28  2.97  4.98  0.00
C  -2.60  1.59  3.82  0.00
H  -2.39  0.53  3.96  0.00
H  -0.88  -6.62  -0.42  0.00
C  -5.93  3.11  -3.53  0.00
O  -7.08  -1.74  0.91  0.00
H  -2.14  2.16  -5.42  0.00
H  0.75  1.58  -1.14  -0.02
O  5.29  0.25  -4.17  0.00
H  -0.60  2.77  -6.16  0.00
C  7.09  -1.83  -2.03  0.00
H  1.89  -3.30  5.69  0.00
H  -3.36  -2.36  -3.77  0.00
C  -0.26  0.17  0.00  -0.12
H  1.18  6.84  2.37  0.00
H  4.13  -4.82  1.69  0.00
P  6.16  0.50  -2.97  0.00
H  2.95  -3.01  -0.61  0.00
C  1.49  0.64  6.27  0.00
C  0.45  0.94  -4.29  0.01
O  2.58  3.17  3.10  0.00
O  4.87  -6.35  -1.80  0.00
H  -2.71  -1.12  5.68  0.00
P  1.47  5.74  -2.89  0.00
F  -3.67  2.15  4.50  0.00
P  -5.76  -0.82  0.77  0.00
C  -1.54  -7.09  -1.16  0.00

2.
Molecular formula: C40H106N12O16
Method: DFT, ωB97M-V/def2-TZVPD

Computed properties:
HOMO energy   -8.3 eV
Maximum force   0.0597 hartree/bohr
Gap between HOMO and LUMO   0.3247 Ha
Energy above the lowest of the compared OMol25 structures with the same formula, charge and spin   26.09 kcal per mole
Energy   -93833.360 eV
SMILES   COCCNCCOC.COCCNCCOC.COCCNCCOC.COCCNCCOC.COCCNCCOC.COCCNCCOC.NC(N)=O.NC(N)=O.NC(N)=O.CO

Each line ends with the Mulliken charge.
Atoms and positions in Å:
C  -0.40  -2.11  6.05  -0.28
H  -2.65  1.25  -0.96  0.43
H  1.72  0.42  5.58  0.30
H  6.72  2.23  1.78  0.55
H  -1.43  -7.33  2.01  0.28
H  -1.42  2.57  -5.21  -0.19
H  -8.03  5.30  -5.91  0.31
H  -3.02  -0.96  0.37  -0.48
C  -3.94  -7.15  2.92  -0.64
C  6.07  0.64  -0.25  -0.87
H  0.32  -3.65  -0.96  0.13
H  -4.07  1.98  4.05  0.33
N  5.28  0.91  0.92  0.67
H  -1.37  6.06  -3.45  0.33
H  -3.76  -7.32  1.83  0.31
H  -5.14  -3.06  3.78  0.28
H  1.84  0.71  -9.49  0.27
C  3.84  -3.84  1.87  -0.51
N  2.83  2.39  -0.48  0.07
H  7.39  -0.26  1.96  0.31
C  -4.06  -1.25  0.43  -0.79
O  0.20  0.91  -8.27  -0.30
H  -0.78  -7.14  3.57  0.24
H  -2.12  -2.94  -0.98  0.14
H  2.43  0.29  3.11  0.22
C  2.72  -0.82  7.18  -0.67
C  9.00  -0.01  3.87  -0.71
C  -1.67  -7.49  3.09  -0.73
H  4.78  -2.13  -2.86  0.32
H  -4.45  5.45  -1.07  0.31
H  0.62  -1.64  -1.99  0.55
C  0.61  -1.17  -0.98  -0.55
H  4.42  -4.59  2.43  0.30
C  -0.90  -2.42  2.99  -0.26
H  6.41  -0.35  3.49  0.22
H  8.61  -0.75  4.62  0.24
H  -2.52  1.67  4.51  0.27
H  -0.91  6.80  -4.88  0.41
H  -5.97  -1.90  1.75  0.53
H  3.28  -1.93  4.87  0.32
H  9.32  -0.49  2.98  0.32
C  2.12  2.65  -3.88  0.48
N  -1.16  -1.23  2.14  1.37
O  3.05  3.07  -3.23  -0.81
O  -1.32  4.71  -4.99  -0.03
N  -4.55  -4.79  2.62  0.22
H  -5.74  -3.24  0.76  0.30
H  -1.59  -3.52  4.58  0.54
H  4.02  -0.15  3.44  0.36
O  4.03  -2.67  2.68  -0.50
H  -5.34  -5.96  4.18  0.40
H  0.77  2.44  -2.36  -0.34
H  2.92  2.64  -1.47  0.21
H  -3.60  3.35  -0.39  0.26
H  -7.26  5.49  -7.53  0.24
H  -1.22  2.23  -1.31  0.07
N  -2.16  -3.84  -0.51  -0.15
C  -0.40  0.19  -7.17  -0.51
H  -0.40  -1.41  6.90  0.36
H  1.42  3.44  2.11  0.29
O  0.71  3.33  -0.13  -0.68
H  2.22  -1.81  7.17  0.35
H  -2.29  1.09  -7.30  0.46
H  0.33  5.91  -4.23  0.29
H  9.81  0.58  4.27  0.26
H  0.33  4.69  -6.22  0.50
O  -6.03  5.69  -5.90  -0.33
C  -5.04  -6.08  3.12  -0.76
C  -1.67  1.16  2.07  -0.56
N  2.63  -1.17  4.68  -0.04
C  -0.79  5.87  -4.33  -1.09
H  3.71  2.18  -0.09  0.05
C  -0.77  0.07  2.66  0.54
C  -5.35  -2.73  1.66  -0.77
H  0.52  -1.98  5.47  -0.02
H  -6.50  -3.93  2.95  0.45
H  1.29  -1.59  -0.26  0.24
O  4.03  -1.02  7.46  -0.33
H  5.33  -2.05  8.57  0.26
H  4.37  0.62  -1.67  -0.28
C  -1.16  -4.82  -0.38  0.40
O  -1.46  -1.62  5.30  -0.46
H  2.22  -0.24  7.98  0.41
H  4.06  -3.05  7.83  0.31
C  -3.19  3.79  -1.33  -0.40
H  3.69  -1.93  9.24  0.32
H  0.11  -2.41  3.30  -0.31
H  -1.92  0.99  -2.46  0.34
H  -4.28  -8.05  3.41  0.43
H  0.68  -5.32  -1.11  0.29
C  -1.22  3.38  -6.93  -0.83
H  -5.15  4.19  -2.11  0.38
H  6.38  1.62  -0.67  0.40
H  2.73  -4.06  1.76  0.23
C  6.95  0.34  2.78  -0.14
N  1.03  2.07  -3.29  0.19
C  -0.75  4.65  -6.27  -0.74
H  -0.72  -0.83  -7.43  0.49
H  -5.48  3.99  -4.71  0.26
H  -1.73  0.95  1.04  -0.73
O  4.77  -1.27  -0.97  -0.19
H  -1.00  -3.33  2.42  0.23
H  -4.43  -1.75  -0.43  0.73
H  -5.88  -6.41  2.54  0.34
C  -3.09  2.04  3.68  -0.78
H  -1.86  -8.55  3.32  0.35
H  -6.72  5.20  -4.17  0.42
H  2.05  0.34  -7.79  0.31
N  -1.03  2.23  -6.08  0.54
H  -2.98  -4.09  0.01  0.17
H  0.93  -0.12  -1.08  0.09
C  -5.79  5.09  -4.68  -0.23
C  3.02  -0.57  3.37  -0.82
H  3.00  2.95  1.96  0.18
C  2.64  -0.16  5.79  -0.57
H  -2.14  -1.29  1.93  -0.60
H  4.86  0.00  1.10  -0.41
H  3.55  0.51  5.73  0.36
H  3.36  -1.30  1.33  -0.11
H  0.29  0.11  -6.35  0.27
O  -2.76  -6.71  3.52  -0.25
C  1.79  2.91  0.29  0.25
H  -2.79  -2.23  4.02  0.09
H  -5.23  6.74  -3.33  0.30
H  -3.19  4.75  -3.67  0.02
C  4.26  -2.07  8.33  -0.77
O  -0.72  -1.26  -0.63  -0.41
O  -1.35  -5.82  0.28  -0.64
H  -2.77  3.06  3.29  0.28
H  -4.59  -0.33  0.57  0.47
H  4.35  -3.78  0.86  0.11
C  -2.11  1.73  -1.73  -0.34
C  5.24  -0.01  -1.39  0.12
C  1.37  0.28  -8.63  -0.78
N  -3.74  5.40  -3.13  0.05
H  1.25  -0.77  -8.94  0.28
H  3.07  2.86  -5.60  0.23
N  2.04  2.86  1.65  -0.28
C  -4.24  4.75  -1.89  -0.80
C  4.09  -1.92  -2.01  -0.77
C  -4.74  6.02  -3.99  -1.05
H  -0.74  0.18  3.77  0.34
H  -1.17  2.10  2.24  1.15
C  -1.53  1.02  -6.57  -1.04
H  -2.22  3.39  -7.38  0.55
H  0.21  0.29  2.26  -0.53
H  6.99  0.10  -0.03  0.43
H  -0.66  -3.13  6.41  0.31
H  5.80  -0.02  -2.38  0.45
C  3.05  -1.67  2.28  0.90
H  -1.92  0.44  -5.74  0.36
H  -0.54  3.24  -7.83  0.22
H  3.26  -1.36  -2.31  0.31
H  -4.26  6.51  -4.84  0.39
O  -2.83  2.76  -2.31  -0.55
H  -2.22  4.25  -1.17  0.36
O  7.94  0.90  3.60  -0.42
H  -3.59  -4.55  2.77  -0.05
C  6.04  1.41  2.08  -0.90
C  -5.39  -3.64  2.89  -0.83
H  0.27  1.83  -3.83  0.20
O  -4.06  -2.20  1.49  -0.11
O  -3.01  1.24  2.55  -0.28
C  -1.78  -2.48  4.23  -0.86
H  -1.10  5.46  -6.93  0.33
H  2.05  -2.15  2.09  -0.40
H  -0.74  -1.21  0.32  0.06
H  1.40  2.34  -5.79  -0.02
N  -0.05  -4.58  -1.10  -0.43
N  2.14  2.72  -5.24  -0.23
H  -7.04  3.96  -6.56  0.30
H  5.28  1.82  2.82  0.09
C  -7.17  5.05  -6.52  -0.73
H  3.72  -2.86  -1.49  0.12